{"formula": "C5H41NO14", "method": "the ωB97M-V functional and the def2-TZVPD basis", "species": ["C", "C", "C", "C", "C", "N", "H", "H", "H", "H", "H", "H", "H", "H", "H", "H", "H", "H", "H", "H", "H", "O", "H", "H", "O", "H", "H", "O", "H", "H", "O", "H", "H", "O", "H", "H", "O", "H", "H", "O", "H", "H", "O", "H", "H", "O", "H", "H", "O", "H", "H", "O", "H", "H", "O", "H", "H", "O", "H", "H", "O"], "coordinates": [[-0.6635, 0.7506, -0.4160], [-0.1676, -0.2779, -1.4346], [1.2768, 0.0961, -1.5735], [-0.9799, -0.3821, -2.7413], [-0.3271, -1.2012, -3.9414], [-0.8274, 0.3384, 1.0123], [0.1112, 1.7433, -0.1330], [-1.7655, 1.0639, -0.8393], [-0.3183, -1.2154, -0.9694], [1.8394, -0.5547, -2.1637], [1.4789, 1.0967, -2.0540], [1.6946, -0.0223, -0.5104], [-1.1692, 0.6230, -3.2029], [-1.9097, -0.8434, -2.4727], [-1.0269, -1.5300, -4.7039], [0.3269, -0.5384, -4.6698], [0.3257, -2.0108, -3.5709], [-1.3485, -0.5187, 1.1469], [-1.2102, 0.8796, 1.7748], [-4.1760, -0.0378, 0.4770], [-2.9116, -0.9338, 0.3439], [-3.2276, -0.0336, 0.2585], [-0.6883, -4.5855, 0.5686], [0.3762, -3.6437, -0.0540], [-0.5547, -3.8952, -0.0719], [-1.7078, 2.5613, 3.5673], [-2.9678, 1.8248, 3.5481], [-2.1444, 1.9120, 3.1551], [2.6938, -0.6568, 1.4874], [3.7839, -0.2116, 0.5024], [3.3327, -0.9759, 0.8718], [4.2745, 1.1751, -1.2454], [2.9228, 1.8101, -0.8249], [3.7175, 1.2015, -0.5807], [1.2116, 3.5828, -1.0884], [1.6403, 3.0827, -2.3710], [1.9752, 3.0403, -1.5134], [0.1107, -2.2681, 3.3079], [1.3560, -2.3439, 2.4862], [0.4493, -2.1077, 2.4395], [-2.0603, -2.3502, -2.2072], [-1.6528, -3.8413, -2.0641], [-2.3792, -3.2604, -2.1727], [-0.7747, 3.9332, 0.5329], [0.6285, 3.5554, 0.9961], [0.1546, 4.2446, 0.5031], [1.2293, -0.1159, 3.0534], [0.5751, -0.0316, 1.5958], [1.4660, 0.0875, 2.1630], [2.7009, -3.2809, -0.5849], [2.1012, -2.0110, -0.0984], [1.8707, -2.8425, -0.4879], [-3.1270, 2.9622, -0.2392], [-2.7140, 2.3160, 1.0174], [-2.7594, 3.2205, 0.5711], [-2.6177, -2.8414, -0.3095], [-1.5343, -2.5848, 0.6644], [-2.4398, -2.3957, 0.4634], [2.8433, 2.6253, 1.4192], [1.8436, 1.5326, 2.0137], [1.8606, 2.5949, 1.8297]], "forces_ev_per_a": [[-2.559, 4.492, 1.332], [0.320, 1.369, -0.201], [0.766, 0.261, 1.162], [1.087, 0.961, -1.719], [1.603, 1.677, -0.457], [1.378, -2.773, -0.313], [-2.312, -2.720, -2.031], [2.853, 0.010, 1.123], [0.454, -1.384, 0.634], [0.895, -1.537, -0.993], [-0.765, -1.174, 1.092], [-0.283, 0.814, -1.822], [-0.224, -0.656, 0.793], [-0.854, 0.374, -0.117], [-0.571, -0.529, 0.559], [-0.796, -0.897, 1.979], [-0.439, 0.144, -0.327], [0.174, -0.041, -0.527], [-0.008, 1.299, -0.815], [0.573, -0.224, -0.232], [-0.035, -1.219, 0.108], [-2.354, 2.079, -0.032], [0.060, -0.427, 0.375], [0.764, 0.133, -0.090], [-0.022, -0.357, -0.461], [2.604, 3.956, 2.391], [-2.410, -0.236, 1.145], [-0.201, -3.704, -3.398], [-0.845, 0.830, 1.001], [-0.185, 0.385, -0.269], [1.512, -1.906, -0.853], [4.209, 0.066, -5.229], [1.841, -1.137, 0.253], [-5.257, 1.614, 4.948], [1.651, -0.967, 0.378], [-0.290, -0.274, -2.760], [-1.430, 2.121, 2.643], [-0.467, -0.334, 0.820], [1.414, -0.374, -0.124], [-1.499, -0.485, -0.450], [0.292, -0.541, -0.135], [1.389, -0.614, 0.317], [-1.819, 0.781, -0.332], [0.312, 0.357, -0.176], [0.552, -0.012, 0.343], [-0.854, -0.287, -0.459], [-0.272, -0.188, 0.821], [-0.019, 0.672, 0.443], [0.188, 0.728, -0.597], [0.854, -0.459, -0.091], [0.702, 1.277, 0.607], [-1.296, -1.002, -0.535], [-0.818, -0.229, -2.147], [0.112, 1.716, -0.457], [0.774, -1.455, 2.570], [-0.590, -1.895, -3.099], [0.991, -0.573, 0.042], [-0.839, 2.091, 3.434], [-3.350, 0.329, 1.283], [-0.582, 2.375, -0.322], [3.923, -2.300, -1.026]], "total_energy_ev": -36003.280, "relative_energy_ev": 5.2183, "charge": 0, "orbital_gap_ev": 8.95, "lumo_ev": 0.03}